{"formula": "C34H48F4N6O5Si2", "method": "the ωB97M-V functional and the def2-TZVPD basis", "homo_lumo_gap_ev": 7.6, "e_tot_ev": -81835.854, "charge": 0, "homo_energy_ha": -0.2980, "species": ["C", "C", "C", "O", "C", "Si", "C", "C", "O", "O", "O", "Si", "C", "C", "C", "N", "O", "C", "C", "C", "C", "C", "N", "C", "F", "F", "F", "C", "F", "C", "C", "H", "H", "H", "H", "H", "H", "H", "H", "H", "H", "H", "H", "H", "H", "H", "H", "H", "H", "H", "H", "H", "H", "H", "H", "H", "H", "H", "H", "N", "C", "C", "C", "C", "H", "H", "H", "H", "H", "N", "C", "C", "C", "C", "H", "H", "H", "H", "H", "N", "C", "C", "C", "C", "H", "H", "H", "H", "H", "N", "C", "C", "C", "C", "H", "H", "H", "H", "H"], "positions_angstrom": [[3.035, -6.025, 2.706], [2.448, -5.011, 1.608], [2.293, -3.491, 2.139], [1.838, -2.705, 0.978], [2.469, -1.401, 1.088], [1.878, -0.115, -0.208], [1.913, -0.806, -2.030], [2.472, -2.298, -2.117], [1.791, -3.349, -2.101], [3.898, -2.464, -2.224], [0.408, 0.702, 0.193], [-0.944, -0.346, 0.391], [-1.141, -1.698, -0.939], [-2.536, -2.533, -0.832], [-2.365, -4.087, -1.150], [-1.575, -4.467, -2.340], [-2.882, -4.905, -0.351], [-2.507, 0.811, 0.296], [-3.274, 0.743, -1.037], [-4.521, 1.702, -1.154], [-4.741, 2.514, 0.164], [-3.855, 2.451, 1.420], [-2.719, 1.598, 1.458], [-0.995, -1.260, 2.110], [0.037, -0.836, 3.010], [-0.982, -2.688, 1.908], [-2.225, -1.021, 2.825], [3.250, 1.268, -0.210], [3.236, 2.012, 1.052], [3.061, 2.296, -1.461], [4.308, 2.087, -2.499], [4.150, -5.789, 2.865], [2.927, -7.110, 2.325], [2.472, -5.845, 3.684], [3.206, -4.975, 0.743], [1.452, -5.356, 1.166], [3.266, -3.100, 2.588], [1.440, -3.501, 2.916], [2.450, -0.961, 2.160], [3.599, -1.568, 0.866], [0.886, -0.680, -2.543], [2.634, -0.163, -2.669], [4.058, -3.409, -2.474], [-0.305, -2.473, -0.841], [-1.165, -1.189, -1.977], [-3.038, -2.347, 0.192], [-3.281, -2.095, -1.602], [-2.163, -5.140, -2.851], [-0.692, -4.916, -2.047], [-2.982, 0.081, -1.926], [-5.170, 1.788, -2.081], [-5.635, 3.236, 0.193], [-4.082, 3.078, 2.357], [4.252, 0.711, -0.254], [2.123, 2.035, -2.085], [3.098, 3.388, -1.141], [3.954, 1.783, -3.547], [4.908, 3.059, -2.621], [5.045, 1.287, -2.153], [0.070, -2.693, 5.668], [0.252, -2.186, 6.926], [0.888, -3.143, 7.681], [1.103, -4.266, 6.843], [0.590, -3.956, 5.607], [-0.375, -2.211, 4.903], [-0.086, -1.192, 7.177], [1.169, -3.045, 8.719], [1.580, -5.197, 7.113], [0.548, -4.525, 4.691], [-3.406, 5.047, -1.362], [-2.900, 5.067, -2.634], [-3.192, 6.289, -3.188], [-3.895, 7.038, -2.213], [-4.009, 6.246, -1.095], [-3.343, 4.271, -0.721], [-2.379, 4.210, -3.034], [-2.927, 6.609, -4.185], [-4.275, 8.044, -2.316], [-4.469, 6.433, -0.135], [4.863, -5.233, -4.494], [5.844, -4.291, -4.667], [6.156, -4.246, -6.003], [5.330, -5.190, -6.662], [4.541, -5.782, -5.707], [4.443, -5.483, -3.613], [6.234, -3.738, -3.825], [6.896, -3.603, -6.456], [5.315, -5.412, -7.719], [3.781, -6.545, -5.785], [-4.500, 9.232, 1.118], [-5.792, 8.785, 1.207], [-6.415, 9.486, 2.210], [-5.466, 10.394, 2.742], [-4.295, 10.216, 2.047], [-3.808, 8.890, 0.469], [-6.154, 8.007, 0.552], [-7.440, 9.361, 2.525], [-5.623, 11.100, 3.545], [-3.335, 10.703, 2.134]]}

{"formula": "C34H48F6N3O7S3V", "method": "the ωB97M-V functional and the def2-TZVPD basis", "multiplicity": 4, "homo_lumo_gap_ev": [6.4, 6.6], "e_tot_ev": -129337.384, "s2": 3.77, "de_lowest_ev": 2.368, "charge": -1, "homo_energy_ha": [-0.1818, -0.1912], "species": ["V", "C", "C", "C", "C", "C", "C", "C", "C", "C", "C", "C", "C", "C", "C", "C", "C", "C", "H", "H", "H", "H", "H", "H", "H", "H", "H", "H", "H", "H", "H", "H", "H", "H", "H", "H", "H", "H", "H", "H", "H", "H", "H", "H", "H", "H", "H", "F", "C", "F", "F", "S", "O", "O", "N", "S", "O", "O", "C", "F", "F", "F", "N", "C", "C", "C", "C", "C", "C", "S", "O", "O", "O", "H", "H", "H", "H", "H", "H", "C", "N", "C", "C", "C", "C", "C", "C", "C", "C", "H", "H", "H", "H", "H", "H", "H", "H", "H", "H", "H", "H", "H"], "positions_angstrom": [[-0.281, -0.421, 0.133], [2.480, 1.674, -0.291], [1.514, 2.666, -0.652], [0.454, 2.566, 0.253], [0.715, 1.392, 1.084], [2.068, 0.962, 0.810], [3.038, 0.317, 1.785], [3.820, 1.489, 2.410], [2.396, -0.462, 2.935], [4.025, -0.626, 1.096], [-0.575, 3.605, 0.716], [-1.742, 3.842, -0.255], [-1.230, 3.207, 2.050], [0.158, 4.922, 1.027], [1.901, 3.573, -1.820], [0.840, 4.533, -2.369], [2.342, 2.687, -3.005], [3.108, 4.430, -1.392], [3.437, 1.560, -0.775], [0.400, 1.430, 2.119], [3.134, 2.192, 2.877], [4.382, 2.022, 1.648], [4.516, 1.124, 3.164], [1.691, 0.155, 3.487], [3.173, -0.768, 3.633], [1.921, -1.367, 2.570], [4.538, -0.131, 0.278], [3.502, -1.495, 0.711], [4.774, -0.967, 1.809], [-2.259, 2.899, -0.419], [-1.419, 4.250, -1.204], [-2.448, 4.545, 0.185], [-1.728, 2.251, 1.962], [-1.968, 3.958, 2.321], [-0.499, 3.165, 2.851], [0.576, 5.389, 0.146], [0.973, 4.724, 1.718], [-0.531, 5.625, 1.494], [-0.073, 4.008, -2.619], [1.221, 5.011, -3.272], [0.610, 5.327, -1.669], [1.627, 1.885, -3.177], [3.308, 2.232, -2.818], [2.429, 3.281, -3.915], [2.832, 5.089, -0.573], [3.463, 5.037, -2.227], [3.925, 3.803, -1.049], [-0.639, -5.105, -1.383], [0.305, -4.596, -0.589], [0.080, -5.045, 0.648], [1.480, -5.085, -0.991], [0.256, -2.724, -0.584], [1.268, -2.372, 0.366], [-1.128, -2.492, -0.311], [0.662, -2.554, -2.113], [1.133, -1.159, -2.596], [0.772, -0.902, -3.975], [0.790, -0.082, -1.716], [2.992, -1.367, -2.730], [3.621, -0.246, -3.071], [3.524, -1.827, -1.610], [3.228, -2.267, -3.687], [-0.698, -1.151, 2.148], [-1.611, -1.640, 3.139], [-1.555, -1.107, 4.423], [-2.247, -1.720, 5.454], [-3.008, -2.839, 5.200], [-3.128, -3.328, 3.915], [-2.425, -2.737, 2.878], [-3.629, -3.854, 6.573], [-3.445, -3.040, 7.770], [-5.021, -4.141, 6.249], [-2.744, -5.016, 6.498], [-0.079, -0.492, 2.618], [-0.139, -1.948, 1.854], [-0.922, -0.249, 4.619], [-2.173, -1.376, 6.474], [-3.741, -4.201, 3.762], [-2.456, -3.136, 1.872], [-2.429, 0.549, -4.886], [-1.579, 0.393, -3.701], [-1.326, 1.698, -3.075], [-2.115, -0.628, -2.724], [-2.827, -0.032, -1.539], [-4.175, 0.269, -1.733], [-4.962, 0.714, -0.694], [-4.393, 0.792, 0.569], [-3.054, 0.507, 0.749], [-2.183, 0.143, -0.294], [-2.005, 1.306, -5.543], [-3.428, 0.866, -4.589], [-2.497, -0.392, -5.428], [-0.659, 0.007, -4.001], [-2.269, 2.155, -2.785], [-0.806, 2.329, -3.792], [-0.708, 1.570, -2.181], [-1.280, -1.243, -2.390], [-2.793, -1.285, -3.275], [-4.624, 0.110, -2.708], [-6.001, 0.955, -0.858], [-5.007, 1.060, 1.416], [-2.671, 0.529, 1.762]]}

{"formula": "C34H48IrN5O3Sb", "method": "the ωB97M-V functional and the def2-TZVPD basis", "homo_lumo_gap_ev": 7.1, "e_tot_ev": -59004.667, "charge": 1, "homo_energy_ha": -0.3617, "species": ["Ir", "O", "C", "N", "C", "C", "C", "C", "C", "C", "N", "C", "O", "C", "C", "C", "C", "C", "N", "C", "C", "C", "C", "C", "N", "H", "H", "H", "H", "H", "H", "H", "H", "H", "H", "H", "H", "C", "C", "C", "C", "Sb", "C", "C", "C", "C", "C", "C", "C", "C", "H", "H", "H", "H", "H", "H", "H", "H", "H", "H", "H", "H", "H", "H", "H", "H", "H", "H", "H", "H", "H", "H", "H", "H", "H", "H", "H", "C", "N", "C", "C", "C", "O", "H", "H", "H", "H", "H", "H", "H", "H", "H"], "positions_angstrom": [[0.153, -0.309, -0.382], [-2.708, 0.624, -3.146], [-1.819, 0.164, -2.443], [-1.142, 0.760, -1.453], [-1.361, 2.044, -0.905], [-2.129, 3.036, -1.503], [-2.263, 4.272, -0.881], [-1.646, 4.519, 0.335], [-0.885, 3.535, 0.954], [-0.733, 2.298, 0.340], [0.009, 1.223, 0.878], [0.468, 1.082, 2.130], [0.399, 1.863, 3.067], [1.171, -0.255, 2.306], [1.712, -0.583, 3.534], [2.344, -1.807, 3.686], [2.404, -2.667, 2.600], [1.838, -2.271, 1.402], [1.244, -1.087, 1.249], [-1.365, -1.272, -2.638], [-1.972, -2.048, -3.607], [-1.610, -3.379, -3.732], [-0.667, -3.897, -2.858], [-0.097, -3.059, -1.918], [-0.410, -1.765, -1.823], [-2.615, 2.830, -2.444], [-2.859, 5.041, -1.354], [-1.758, 5.482, 0.815], [-0.413, 3.709, 1.909], [1.619, 0.138, 4.335], [2.782, -2.086, 4.634], [2.882, -3.634, 2.672], [1.874, -2.911, 0.532], [-2.723, -1.579, -4.229], [-2.067, -4.006, -4.486], [-0.369, -4.935, -2.897], [0.636, -3.433, -1.219], [2.316, -1.116, -4.078], [3.148, -0.805, -2.834], [4.569, -0.474, -3.285], [3.197, -2.030, -1.921], [2.193, 0.790, -1.662], [3.720, 1.575, -0.275], [4.888, 2.255, -0.987], [3.025, 2.617, 0.609], [4.294, 0.463, 0.601], [1.740, 2.422, -3.084], [0.505, 2.064, -3.910], [2.899, 2.623, -4.062], [1.509, 3.731, -2.325], [2.762, -1.982, -4.579], [2.329, -0.293, -4.792], [1.280, -1.361, -3.856], [4.970, -1.347, -3.811], [5.239, -0.265, -2.454], [4.605, 0.363, -3.978], [3.504, -2.904, -2.505], [2.223, -2.242, -1.483], [3.915, -1.908, -1.111], [4.582, 3.047, -1.666], [5.517, 1.551, -1.527], [5.514, 2.719, -0.217], [2.820, 3.536, 0.064], [3.693, 2.873, 1.437], [2.091, 2.269, 1.040], [4.896, -0.243, 0.028], [3.538, -0.089, 1.152], [4.958, 0.929, 1.336], [0.658, 1.172, -4.516], [0.318, 2.892, -4.600], [-0.388, 1.935, -3.315], [3.017, 1.783, -4.745], [3.851, 2.821, -3.577], [2.660, 3.500, -4.671], [0.834, 3.643, -1.475], [1.062, 4.449, -3.021], [2.451, 4.160, -1.983], [-4.813, -1.542, 2.026], [-3.599, -1.065, 1.363], [-3.614, 0.266, 0.761], [-2.479, -1.779, 1.315], [-2.404, -3.103, 2.030], [-1.446, -1.406, 0.721], [-5.621, -0.858, 1.786], [-4.695, -1.568, 3.110], [-5.100, -2.528, 1.668], [-4.482, 0.808, 1.124], [-3.660, 0.209, -0.327], [-2.722, 0.811, 1.052], [-3.363, -3.544, 2.280], [-1.846, -2.948, 2.955], [-1.834, -3.791, 1.410]]}

Molar mass list, top to bottom, in u: 752.96 871.91 888.77